Arrangement A

Here is a 7-piece molecular cluster, C45H100N4O7 overall from the OMol25 dataset. Energies are from ωB97M-V/def2-TZVPD.

The geometry in XYZ format:
```
156
Properties=species:S:1:pos:R:3:mulliken_charge:R:1
C -21.523 9.287 0.399 -1.83
C -22.148 10.692 0.355 2.28
C -23.689 10.725 0.375 -1.34
C -21.698 11.345 1.673 -1.56
C -21.541 12.859 1.675 0.16
C -20.893 13.411 0.416 -0.26
C -21.491 12.825 -0.888 2.02
C -22.837 13.525 -1.121 -1.10
C -20.552 13.166 -2.080 -1.99
N -21.524 11.364 -0.794 0.65
O -21.877 10.733 -2.024 -0.49
H -20.480 9.352 0.098 0.42
H -21.645 8.804 1.369 0.21
H -22.037 8.626 -0.307 0.19
H -24.095 11.564 0.948 -0.27
H -24.077 10.894 -0.633 0.44
H -24.244 9.883 0.794 0.37
H -22.437 11.096 2.434 0.26
H -20.690 11.046 1.984 0.50
H -22.537 13.296 1.737 -1.16
H -20.941 13.212 2.513 0.92
H -19.819 13.197 0.438 0.14
H -21.028 14.490 0.513 -0.51
H -23.471 13.395 -0.237 0.09
H -23.412 13.036 -1.908 0.57
H -22.744 14.610 -1.181 -0.26
H -21.124 13.061 -3.003 0.46
H -19.732 12.443 -2.124 0.52
H -20.101 14.157 -2.034 0.05
H -20.995 10.644 -2.404 0.34
C -25.633 8.141 -1.074 -2.36
C -26.080 7.301 -2.257 2.08
C -24.811 6.728 -2.921 -1.86
C -26.873 6.156 -1.677 -1.21
C -27.733 5.354 -2.685 -0.81
C -28.657 6.305 -3.395 -1.05
C -27.987 7.580 -3.995 1.45
C -27.421 7.108 -5.373 -1.77
C -29.106 8.589 -4.253 -1.76
N -26.896 8.086 -3.173 0.25
O -26.191 9.137 -3.791 -0.41
H -24.865 8.848 -1.397 0.34
H -26.453 8.626 -0.549 0.55
H -25.051 7.511 -0.395 0.41
H -24.859 5.878 -3.606 0.30
H -24.293 7.469 -3.547 0.37
H -24.021 6.518 -2.196 0.46
H -26.219 5.371 -1.290 0.39
H -27.485 6.562 -0.866 0.46
H -26.979 4.929 -3.349 0.32
H -28.345 4.624 -2.159 0.38
H -29.446 6.644 -2.721 0.38
H -29.072 5.763 -4.248 0.35
H -28.175 6.795 -6.095 0.48
H -26.735 6.281 -5.178 0.37
H -26.867 7.889 -5.902 0.38
H -28.704 9.539 -4.625 0.39
H -29.783 8.744 -3.418 0.36
H -29.644 8.324 -5.168 0.38
H -25.552 8.672 -4.357 0.34
C -19.912 21.218 -3.339 -1.94
C -20.891 20.048 -3.186 1.69
C -22.314 20.743 -3.247 -1.69
C -20.700 19.118 -4.380 -1.25
C -21.423 17.797 -4.198 -0.87
C -21.000 17.088 -2.906 -0.50
C -21.326 18.070 -1.710 2.13
C -22.851 18.088 -1.519 -1.68
C -20.640 17.481 -0.443 -1.87
N -20.656 19.353 -1.934 0.16
O -21.027 20.213 -0.859 -0.51
H -18.860 20.924 -3.313 0.40
H -20.004 21.743 -4.291 0.44
H -20.106 21.922 -2.528 0.43
H -22.209 21.629 -3.873 0.47
H -23.163 20.114 -3.510 0.31
H -22.611 21.185 -2.294 0.35
H -21.095 19.586 -5.287 0.37
H -19.652 18.962 -4.654 0.41
H -22.470 17.951 -4.456 0.32
H -21.081 17.156 -5.022 0.42
H -19.929 16.963 -2.740 0.38
H -21.540 16.147 -2.835 -0.12
H -23.267 18.880 -0.890 0.41
H -23.243 17.182 -1.051 0.27
H -23.358 18.197 -2.477 0.26
H -19.580 17.685 -0.307 0.37
H -20.781 16.399 -0.396 -0.03
H -21.177 17.887 0.418 0.50
H -20.195 20.376 -0.401 0.35
C -24.179 7.901 7.445 -2.14
C -23.682 8.079 6.023 1.66
C -24.755 8.820 5.200 -1.55
C -22.408 8.954 6.153 -1.49
C -21.632 9.076 4.832 1.00
C -21.294 7.643 4.400 -1.92
C -22.470 6.699 4.252 2.02
C -23.277 6.899 2.982 -1.62
C -21.855 5.259 4.264 -2.11
N -23.287 6.796 5.473 0.47
O -24.178 5.728 5.703 -0.47
H -23.550 7.233 8.040 0.42
H -24.269 8.846 7.979 0.41
H -25.151 7.400 7.451 0.43
H -25.677 8.270 5.014 0.32
H -25.078 9.698 5.774 0.48
H -24.349 9.257 4.287 0.12
H -22.722 9.973 6.386 0.56
H -21.684 8.465 6.805 0.37
H -22.250 9.545 4.065 -1.04
H -20.762 9.686 5.078 0.53
H -20.556 7.229 5.098 0.52
H -20.654 7.640 3.510 0.53
H -24.315 6.569 3.131 0.44
H -23.007 6.353 2.077 0.46
H -23.489 7.943 2.733 -0.01
H -21.372 5.062 5.218 0.45
H -21.206 4.974 3.435 0.37
H -22.720 4.606 4.115 0.50
H -23.811 5.341 6.504 0.35
C -24.093 15.730 2.244 -1.12
C -24.217 15.036 3.583 0.38
C -25.292 13.947 3.551 -1.23
O -22.997 14.387 3.924 -0.51
H -23.805 15.064 1.433 0.04
H -23.441 16.607 2.208 0.32
H -25.078 16.192 2.094 0.50
H -24.533 15.828 4.271 0.48
H -26.305 14.345 3.630 0.42
H -25.177 13.172 4.306 0.31
H -25.240 13.478 2.563 0.15
H -22.375 14.904 4.438 0.28
C -16.828 10.516 1.517 -1.54
C -17.141 9.067 1.336 1.24
C -16.053 8.380 0.527 -1.43
O -17.158 8.456 2.668 -0.57
H -17.471 11.061 2.222 0.48
H -16.924 11.128 0.617 0.33
H -15.878 10.726 2.024 0.48
H -18.191 8.929 1.068 -0.31
H -16.079 7.294 0.600 0.38
H -15.040 8.742 0.686 0.30
H -16.328 8.618 -0.511 0.37
H -16.564 8.988 3.209 0.29
C -16.808 14.149 0.341 -1.60
C -17.530 15.474 0.059 1.83
C -17.212 16.541 1.120 -1.47
O -17.107 15.852 -1.243 -0.68
H -15.738 14.189 0.573 0.50
H -17.041 13.487 -0.490 0.32
H -17.017 13.642 1.293 0.34
H -18.624 15.416 0.058 -0.44
H -16.148 16.750 1.199 0.38
H -17.670 16.189 2.048 0.33
H -17.794 17.440 0.901 0.32
H -17.653 16.608 -1.492 0.35
```

charge = 0
SMILES string = CC1(C)CCCC(C)(C)N1O.CC1(C)CCCC(C)(C)N1O.CC1(C)CCCC(C)(C)N1O.CC1(C)CCCC(C)(C)N1O.CC(C)O.CC(C)O.CC(C)O

Arrangement B

Here is a 7-piece molecular cluster, C45H100N4O7 overall from the OMol25 dataset. Energies are from ωB97M-V/def2-TZVPD.

The geometry in XYZ format:
```
156
Properties=species:S:1:pos:R:3:mulliken_charge:R:1
C -4.128 -4.636 0.724 -1.82
C -2.865 -5.487 0.776 1.77
C -3.231 -6.885 1.359 -1.70
C -2.343 -5.640 -0.652 -1.14
C -0.888 -6.068 -0.771 -1.00
C -0.031 -5.199 0.144 0.02
C -0.471 -5.258 1.620 1.52
C -0.184 -6.641 2.214 -1.82
C 0.356 -4.193 2.344 -1.32
N -1.869 -4.816 1.603 1.29
O -2.388 -4.655 2.924 -0.62
H -3.811 -3.627 0.431 -0.02
H -4.758 -5.059 -0.056 0.57
H -4.589 -4.534 1.702 0.46
H -2.874 -7.044 2.373 0.27
H -4.310 -7.041 1.382 0.43
H -2.792 -7.665 0.731 0.34
H -2.986 -6.383 -1.132 0.55
H -2.454 -4.695 -1.196 0.00
H -0.761 -7.088 -0.397 0.30
H -0.540 -6.027 -1.801 0.47
H -0.038 -4.162 -0.201 -0.17
H 1.004 -5.562 0.155 -0.21
H 0.888 -6.753 2.367 0.41
H -0.506 -7.448 1.558 0.40
H -0.710 -6.736 3.165 0.33
H 1.326 -4.635 2.623 0.27
H -0.053 -3.933 3.319 0.48
H 0.647 -3.376 1.690 -0.25
H -2.350 -3.698 3.032 0.36
C 7.141 -2.339 2.591 -2.05
C 5.817 -3.022 2.223 1.82
C 5.280 -3.767 3.454 -1.80
C 4.846 -1.891 1.868 -1.39
C 3.604 -2.397 1.176 1.77
C 3.906 -3.338 -0.005 -1.34
C 4.936 -4.431 0.241 1.54
C 4.301 -5.690 0.824 -1.54
C 5.566 -4.781 -1.107 -2.12
N 6.010 -3.902 1.080 0.35
O 6.989 -4.898 1.316 -0.52
H 7.455 -1.718 1.745 0.46
H 7.056 -1.738 3.492 0.33
H 7.981 -3.027 2.722 0.50
H 4.244 -4.073 3.286 0.21
H 5.825 -4.700 3.607 0.35
H 5.305 -3.163 4.361 0.46
H 4.529 -1.430 2.808 0.41
H 5.342 -1.098 1.305 0.37
H 2.904 -2.876 1.859 -0.24
H 3.114 -1.537 0.717 -0.43
H 4.215 -2.727 -0.857 0.46
H 2.948 -3.787 -0.282 0.23
H 3.454 -6.001 0.200 0.41
H 3.892 -5.585 1.830 0.26
H 5.002 -6.525 0.838 0.41
H 6.205 -3.968 -1.462 0.50
H 4.851 -4.997 -1.903 0.36
H 6.228 -5.645 -1.014 0.40
H 7.819 -4.424 1.213 0.36
C 1.917 2.062 0.066 -1.52
C 0.741 1.991 1.045 2.18
C 1.203 2.542 2.386 -2.05
C -0.392 2.878 0.552 -1.79
C -1.093 2.311 -0.664 -0.93
C -1.611 0.908 -0.365 -0.80
C -0.648 -0.087 0.337 2.40
C -1.483 -1.052 1.173 -1.62
C 0.095 -0.883 -0.733 -1.52
N 0.225 0.651 1.242 0.19
O 1.194 -0.221 1.800 -0.44
H 2.745 1.411 0.350 0.03
H 1.627 1.678 -0.922 0.30
H 2.195 3.103 -0.097 0.48
H 1.646 3.538 2.275 0.40
H 0.334 2.738 3.027 0.45
H 1.866 1.910 2.972 0.29
H -1.119 3.058 1.348 0.34
H 0.021 3.866 0.319 0.50
H -1.962 2.914 -0.941 0.50
H -0.453 2.324 -1.551 0.34
H -1.926 0.447 -1.308 0.17
H -2.530 0.956 0.228 0.34
H -2.091 -0.647 1.973 0.60
H -0.753 -1.750 1.592 -0.11
H -2.055 -1.665 0.466 -0.08
H -0.603 -1.385 -1.411 0.34
H 0.689 -1.736 -0.378 0.08
H 0.749 -0.257 -1.347 0.41
H 1.718 -0.522 1.047 -0.30
C -1.228 5.113 -3.671 -2.05
C -1.922 6.451 -3.929 1.62
C -3.009 6.259 -5.014 -1.82
C -2.625 6.824 -2.614 -0.93
C -2.864 8.304 -2.411 -0.90
C -1.663 9.190 -2.753 -1.04
C -1.066 8.896 -4.125 1.48
C -1.891 9.581 -5.203 -1.86
C 0.363 9.474 -4.162 -2.08
N -0.962 7.460 -4.284 0.59
O -0.239 7.071 -5.441 -0.51
H -1.893 4.461 -3.104 0.40
H -0.986 4.573 -4.587 0.40
H -0.337 5.345 -3.084 0.51
H -3.653 7.138 -5.011 0.36
H -2.520 6.030 -5.960 0.41
H -3.631 5.392 -4.776 0.44
H -3.621 6.365 -2.609 0.39
H -2.153 6.352 -1.747 0.32
H -3.731 8.632 -2.988 0.33
H -3.109 8.537 -1.371 0.36
H -0.930 9.237 -1.948 0.39
H -2.107 10.190 -2.826 0.38
H -1.693 10.653 -5.278 0.48
H -2.967 9.454 -5.060 0.34
H -1.676 9.182 -6.200 0.34
H 0.948 9.016 -3.363 0.42
H 0.309 10.548 -3.991 0.44
H 0.803 9.278 -5.137 0.46
H 0.652 6.925 -5.108 0.33
C -6.028 -0.193 -2.025 -1.42
C -4.967 -0.886 -2.841 0.68
C -4.216 -1.963 -2.086 -0.66
O -5.605 -1.433 -4.009 -0.60
H -6.783 -0.946 -1.784 0.38
H -6.456 0.590 -2.649 0.41
H -5.649 0.235 -1.102 0.24
H -4.217 -0.150 -3.161 0.15
H -3.812 -1.541 -1.158 -0.43
H -3.288 -2.290 -2.575 0.48
H -4.779 -2.875 -1.888 0.49
H -4.878 -1.817 -4.509 0.33
C 5.448 3.991 1.458 -1.04
C 5.393 3.459 2.878 0.42
C 5.404 1.947 2.915 -0.96
O 6.472 4.007 3.644 -0.59
H 6.280 3.545 0.907 0.34
H 5.455 5.080 1.449 0.34
H 4.556 3.709 0.885 0.12
H 4.486 3.804 3.377 0.21
H 6.193 1.481 2.316 0.39
H 4.462 1.557 2.510 0.04
H 5.466 1.557 3.931 0.40
H 7.287 3.673 3.256 0.36
C -6.435 -1.024 3.673 -1.40
C -5.332 -1.522 2.764 1.15
C -5.154 -0.643 1.556 -1.07
O -4.079 -1.516 3.472 -0.57
H -6.194 -1.241 4.715 0.40
H -7.412 -1.422 3.402 0.35
H -6.495 0.068 3.660 0.34
H -5.541 -2.526 2.379 -0.24
H -5.123 0.429 1.791 0.47
H -5.988 -0.688 0.852 0.39
H -4.244 -0.835 0.988 -0.14
H -4.124 -2.214 4.133 0.34
```

charge = 0
SMILES string = CC1(C)CCCC(C)(C)N1O.CC1(C)CCCC(C)(C)N1O.CC1(C)CCCC(C)(C)N1O.CC1(C)CCCC(C)(C)N1O.CC(C)O.CC(C)O.CC(C)O

In eV, relative to the most stable structure: arrangement A 2.323; arrangement B 0.000.

Arrangement A

Here is an isolated molecule of C4H5BO3S from the OMol25 dataset. Energies are from ωB97M-V/def2-TZVPD.

The geometry in XYZ format:
```
14
Properties=species:S:1:pos:R:3:mulliken_charge:R:1
O -1.871 0.677 0.768 -0.73
C -0.898 -0.040 0.868 0.51
C -0.033 -0.338 1.912 -0.56
C 1.153 -1.010 1.565 -0.21
S 1.213 -1.427 -0.062 -0.14
C -0.410 -0.687 -0.395 0.00
B -0.461 0.385 -1.630 0.45
O 0.474 -0.013 -2.514 -0.52
O -1.462 1.241 -1.818 -0.48
H -0.076 -0.167 3.046 0.27
H 1.881 -1.190 2.282 0.44
H -0.963 -1.457 -0.852 0.29
H 0.277 0.295 -3.447 0.29
H -1.952 1.309 -1.021 0.39
```

charge = 0
SMILES string = O=C1C=CS[C@@H]1B(O)O

Arrangement B

Here is an isolated molecule of C4H5BO3S from the OMol25 dataset. Energies are from ωB97M-V/def2-TZVPD.

The geometry in XYZ format:
```
14
Properties=species:S:1:pos:R:3:mulliken_charge:R:1
B -0.250 1.253 -0.253 0.52
C -0.076 -1.858 0.190 -0.48
C 0.434 -1.433 1.401 -0.18
C -0.125 -1.183 -1.000 0.64
C 1.142 0.915 0.309 -0.60
O -0.110 -0.944 -2.166 -0.39
O -1.372 0.537 0.104 -0.50
O -0.457 2.220 -1.167 -0.56
S 1.335 -0.064 1.643 -0.05
H -0.591 -2.832 0.055 0.26
H 0.116 -2.098 2.168 0.38
H 1.776 1.702 0.333 0.38
H -2.081 0.866 -0.351 0.28
H 0.260 2.920 -1.266 0.30
```

charge = 0

In eV, relative to the most stable structure: arrangement A 0.000; arrangement B 2.508.

Arrangement A

Here is an isolated molecule of C10H8N2O2S from the OMol25 dataset. Energies are from ωB97M-V/def2-TZVPD.

The geometry in XYZ format:
```
23
Properties=species:S:1:pos:R:3:mulliken_charge:R:1
N 1.129 -2.978 0.256 -0.36
C 1.855 -1.837 0.436 -0.38
N 3.228 -1.787 0.402 -0.17
C 3.689 -0.507 0.272 0.59
O 4.838 -0.354 -0.125 -0.60
S 2.420 0.684 0.515 -0.10
C 1.246 -0.607 0.549 0.67
C -0.227 -0.506 0.654 -0.85
C -1.019 0.502 0.145 1.04
C -0.534 1.530 -0.793 -0.44
C -1.434 2.566 -1.177 -0.50
C -2.829 2.584 -0.654 0.21
O -3.562 3.535 -0.897 -0.61
C -3.326 1.446 0.109 -0.49
C -2.451 0.413 0.451 -0.63
H 0.127 -2.915 0.241 0.17
H 1.572 -3.848 0.008 0.19
H 3.792 -2.525 0.016 0.25
H -0.683 -1.252 1.306 0.41
H 0.464 1.508 -1.191 0.47
H -1.104 3.348 -1.845 0.41
H -4.385 1.432 0.303 0.42
H -2.805 -0.431 1.016 0.33
```

charge = 0
SMILES string = Nc1[nH]c(=O)sc1C=C1C=CC(=O)C=C1

Arrangement B

Here is an isolated molecule of C10H8N2O2S from the OMol25 dataset. Energies are from ωB97M-V/def2-TZVPD.

The geometry in XYZ format:
```
23
Properties=species:S:1:pos:R:3:mulliken_charge:R:1
C 1.526 0.022 -2.740 0.05
C 1.195 0.136 -1.586 -0.48
S 1.263 1.123 -0.120 1.19
O 1.667 2.452 -0.520 -0.62
O 2.140 0.410 0.799 -0.60
C -0.451 1.103 0.463 0.68
C -0.989 2.414 0.986 -1.39
C -1.289 0.038 0.249 0.70
C -2.672 -0.050 0.757 -0.39
N -3.780 -0.050 1.060 -0.43
C -0.845 -1.293 -0.455 -0.41
C -1.352 -1.455 -1.665 -0.76
C 0.137 -1.842 0.351 -0.94
C 0.963 -2.003 1.190 1.29
N 2.011 -2.267 1.975 -0.55
H 1.812 -0.025 -3.774 0.42
H -2.026 2.201 1.361 0.39
H -0.935 3.326 0.285 0.27
H -0.385 2.671 1.825 0.37
H -2.180 -0.721 -2.000 0.23
H -0.890 -2.032 -2.478 0.37
H 2.802 -2.831 1.621 0.26
H 2.278 -1.327 2.417 0.32
```

charge = 0
SMILES string = C#CS(=O)(=O)/C(C)=C(/C#N)C(=C)C#CN

In eV, relative to the most stable structure: arrangement A 0.000; arrangement B 6.827.

Arrangement A

Here is a 2-piece molecular cluster, C11H22N3 overall from the OMol25 dataset. Energies are from ωB97M-V/def2-TZVPD.

The geometry in XYZ format:
```
36
Properties=species:S:1:pos:R:3:mulliken_charge:R:1
C -3.034 -0.952 2.707 -0.41
C 0.284 0.358 -0.749 0.78
C -0.323 0.343 -2.024 1.18
C 1.477 1.085 -0.476 0.00
C -1.623 -0.268 -2.403 -1.93
C 0.477 1.053 -3.155 -1.24
C 1.045 2.475 0.007 -1.36
C 3.860 1.537 -0.833 -0.94
C 0.992 -0.278 2.255 -1.03
C -3.115 -2.988 1.801 -1.00
C -0.414 -0.444 0.237 -0.31
N 2.651 0.746 -0.729 -0.35
N -0.149 -0.813 1.424 -0.04
N -2.371 -1.761 1.952 -0.17
H -2.562 0.049 2.794 0.22
H -3.889 -1.188 3.369 0.25
H -2.088 0.324 -3.142 0.46
H -2.298 -0.590 -1.665 0.57
H -1.389 -1.117 -2.950 0.50
H -0.005 0.812 -4.192 0.39
H 1.463 0.748 -2.867 0.39
H 0.512 2.138 -3.031 0.31
H 0.041 2.507 0.391 0.44
H 1.148 3.201 -0.851 0.37
H 1.745 2.787 0.933 0.35
H 4.342 1.134 -1.803 0.33
H 4.692 1.217 -0.228 0.33
H 3.759 2.670 -0.824 0.33
H 0.780 -0.489 3.316 0.34
H 1.830 -0.798 1.780 0.39
H 1.100 0.745 2.003 0.31
H -3.124 -3.304 0.746 0.31
H -4.084 -2.894 2.266 0.29
H -2.689 -3.853 2.327 0.33
H -1.281 -1.052 -0.154 0.12
H -0.614 -1.574 1.901 0.48
```

charge = +1

Arrangement B

Here is an isolated ion of composition C11H22N3 and charge +1 from the OMol25 dataset. Energies are from ωB97M-V/def2-TZVPD.

The geometry in XYZ format:
```
36
Properties=species:S:1:pos:R:3:mulliken_charge:R:1
C -2.511 1.818 -0.555 -1.13
C -1.372 1.312 -0.151 0.18
N -1.021 1.238 1.131 -0.44
C -0.114 0.602 1.703 0.65
C 0.145 0.812 3.156 -1.55
C 0.646 -0.568 0.975 0.82
C 0.488 -1.960 1.507 -2.07
N 2.120 -0.346 1.251 -0.49
C 0.104 -0.627 -0.552 0.34
C 1.037 -1.392 -1.375 -1.76
N -1.232 -1.438 -0.439 0.03
C -0.299 0.785 -1.152 1.33
C -0.711 0.639 -2.631 -1.44
C 0.988 1.738 -0.988 -1.41
H -3.181 2.404 0.109 0.33
H -2.723 1.930 -1.600 0.22
H 0.355 1.863 3.245 0.38
H 1.028 0.126 3.460 0.35
H -0.705 0.698 3.681 0.40
H 1.145 -2.262 2.293 0.53
H 0.777 -2.685 0.776 0.28
H -0.606 -2.155 1.775 0.37
H 2.412 0.612 1.199 0.28
H 2.756 -0.928 0.709 0.27
H 1.300 -2.279 -0.858 0.41
H 1.927 -0.875 -1.599 0.47
H 0.583 -1.761 -2.269 0.38
H -1.077 -2.437 -0.387 0.41
H -1.858 -1.292 -1.188 0.35
H -1.702 -1.183 0.468 0.42
H 0.135 0.936 -3.156 0.42
H -1.586 1.347 -2.698 0.22
H -1.078 -0.321 -2.994 0.39
H 1.389 1.655 0.060 0.18
H 0.673 2.716 -1.207 0.52
H 1.767 1.277 -1.698 0.36
```

charge = +1
SMILES string = C=C1N=C(C)[C@](C)(N)[C@@](C)([NH3+])C1(C)C

In eV, relative to the most stable structure: arrangement A 1.656; arrangement B 0.000.